Model a:
A cluster of 2 separate species, C5H10O2 in total. Source: the Open Molecules 2025 dataset; level of theory: wB97M-V/def2-TZVPD.

Multiplicity: 2
HOMO level (alpha / beta), eV: 0.6 / -4.2
HOMO-LUMO gap (alpha / beta), eV: 3.48 / 8.06
Total charge: -1

Structure (XYZ):
```
17
C5H10O2, DFT wB97M-V/def2-TZVPD
H -0.7316 1.0263 2.6070
C -0.1483 -2.3399 -1.2586
H 2.4253 0.9020 0.3620
C -0.0247 -0.1845 0.0077
H 2.0226 1.8600 1.4722
H -0.9626 2.6522 1.8758
C -0.8036 1.5917 1.6857
O -1.8003 -0.7039 -1.5157
H 0.9270 -2.4416 -1.4263
O 2.7102 1.6910 0.8252
H -2.0814 0.2102 -1.3040
H 0.9383 -0.4905 0.4189
C -0.5989 -0.9550 -0.9037
H -0.5703 -2.6247 -2.2345
H -0.3041 1.8972 -0.3295
C -0.5327 1.1479 0.4281
H -0.4647 -3.2385 -0.7102
```

Atomic partial charges in e from the Mulliken method, atoms 1 to 2:
1 H 0.440
2 C -1.525

---

Model b:
A cluster of 2 separate species, C5H10O2 in total. Source: the Open Molecules 2025 dataset; level of theory: wB97M-V/def2-TZVPD.

Multiplicity: 2
HOMO level (alpha / beta), eV: 0.6 / -2.6
HOMO-LUMO gap (alpha / beta), eV: 3.48 / 6.55
Total charge: -1

Structure (XYZ):
```
17
C5H10O2, DFT wB97M-V/def2-TZVPD
H -2.3131 1.5253 -0.9477
C -1.7905 -0.5715 0.5127
C 0.6764 -0.3190 0.4785
C -0.5416 -1.0710 0.2883
H 2.7392 1.4306 -0.8718
H 1.7036 -1.2465 -1.1170
C 2.9293 0.4659 -0.3929
H -2.3451 2.1973 0.4291
H -1.8962 0.2205 1.2579
C 1.7818 -0.4833 -0.3503
H -0.4625 -2.0970 -0.0915
O -2.9652 -1.1504 0.0093
H 3.7023 -0.0704 -0.9537
H 0.5172 0.2503 1.3896
O -2.1508 2.3685 -0.5099
H -3.0153 -2.0775 0.2960
H 3.4305 0.6282 0.5733
```

Atomic partial charges in e from the Mulliken method, atoms 1 to 2:
1 H 0.356
2 C -0.503

---

Model c:
A cluster of 2 separate species, C5H10O2 in total. Source: the Open Molecules 2025 dataset; level of theory: wB97M-V/def2-TZVPD.

Multiplicity: 2
HOMO level (alpha / beta), eV: 0.0 / -1.8
HOMO-LUMO gap (alpha / beta), eV: 2.99 / 4.79
Total charge: -1

Structure (XYZ):
```
17
C5H10O2, DFT wB97M-V/def2-TZVPD
C -0.9142 0.5239 -0.0236
C -1.4903 -0.5178 -0.6606
C -1.2250 -0.8746 -2.0524
H -2.4402 -1.1766 -3.8847
O 0.9176 1.1086 1.4638
H 3.4036 0.5559 2.6073
C -0.3203 0.3737 1.3445
H 1.5627 0.3944 1.4090
H 4.4402 1.2798 1.6108
O 3.7971 0.4729 1.7117
H -1.2719 0.5966 1.9053
H -0.1836 -0.7644 1.6313
C -2.2334 -1.3741 -2.8380
H -0.7051 1.5267 -0.3449
H -2.1953 -1.1746 -0.0688
H -3.0085 -1.9634 -2.3939
H -0.2197 -0.7130 -2.4957
```

Atomic partial charges in e from the Mulliken method, atoms 1 to 2:
1 C -0.496
2 C -0.579

---

Energies, relative to the best one, in hartree: model a 0.0000; model b 0.0240; model c 0.0778.

---

Model a:
A cluster of 2 separate species, C2H2Cl2O2 in total. Source: the Open Molecules 2025 dataset; level of theory: wB97M-V/def2-TZVPD.

HOMO level, eV: -9.8
HOMO-LUMO gap, eV: 8.19
Total charge: 0

Structure (XYZ):
```
8
C2H2Cl2O2, DFT wB97M-V/def2-TZVPD
H 0.9291 1.2829 0.7341
Cl 1.0680 0.5184 2.9721
Cl 2.8565 -0.0164 0.9433
C 1.3593 0.4848 1.3104
O -0.0175 -1.0519 0.6383
C -0.6319 -0.4673 -0.2791
H -1.1159 -1.2137 -0.8307
O -0.7397 0.6798 -0.6534
```

Atomic partial charges in e from the Mulliken method, atoms 1 to 2:
1 H 0.318
2 Cl -0.045

---

Model b:
A structure of composition C2H2Cl2O2. Source: the Open Molecules 2025 dataset; level of theory: wB97M-V/def2-TZVPD.

HOMO level, eV: -10.7
HOMO-LUMO gap, eV: 10.31
Total charge: 0

Structure (XYZ):
```
8
C2H2Cl2O2, DFT wB97M-V/def2-TZVPD
Cl -2.7770 -0.5531 -0.5479
C 1.3166 0.0818 -0.0458
O -1.1625 0.2200 1.3906
O -0.3743 -0.4309 -0.6063
H 1.6936 -0.8789 -0.6935
H 0.9083 0.0911 0.9897
Cl 1.6545 1.6256 -0.7133
C -1.2591 -0.1556 0.2265
```

Atomic partial charges in e from the Mulliken method, atoms 1 to 2:
1 Cl -0.175
2 C -0.123

---

Model c:
A structure of composition C2H2Cl2O2. Source: the Open Molecules 2025 dataset; level of theory: wB97M-V/def2-TZVPD.

HOMO level, eV: -10.9
HOMO-LUMO gap, eV: 10.96
Total charge: 0

Structure (XYZ):
```
8
C2H2Cl2O2, DFT wB97M-V/def2-TZVPD
O 1.2571 -0.5713 1.4033
Cl -1.5131 -1.0303 -0.0841
C -0.1770 -0.0640 -0.5225
H 0.2621 -0.1860 -1.6724
H 2.9144 0.1158 -0.3562
O 2.0680 -0.2344 -0.9100
Cl -0.5752 1.5463 0.1136
C 1.1309 -0.3120 0.1195
```

Atomic partial charges in e from the Mulliken method, atoms 1 to 2:
1 O -0.518
2 Cl -0.120

---

Energies, relative to the best one, in hartree: model a 0.0367; model b 0.0029; model c 0.0000.